Entry 1:
The following is a DFT calculation (ωB97M-V/def2-TZVPD) of a cluster of 8 separate species, C35H46O25 in total in a non-equilibrium geometry.

Geometry as XYZ:
```
106
Properties=species:S:1:pos:R:3:forces:R:3:mulliken_charge:R:1
O 3.339627 3.033318 6.622870 0.067 0.018 -0.022 -0.344
O -6.013249 1.566860 0.589066 0.008 -0.299 0.112 -0.536
O -4.446563 -10.882218 -5.388480 0.056 -0.036 0.047 -0.346
O 2.089327 4.857533 6.206531 -0.236 0.074 -0.075 -0.527
O -1.993181 -0.475123 2.674347 0.036 -0.107 -0.194 -0.372
O -1.145200 -4.777673 0.201298 0.068 0.050 -0.007 -0.359
O -6.017714 3.578969 -0.410988 -0.055 -0.049 0.009 -0.340
O -1.794366 5.334135 1.569248 1.230 -0.215 0.384 -0.617
O -1.292760 -7.009968 -0.047253 -0.102 -0.165 0.043 -0.577
O -4.529417 3.157070 1.191317 -0.230 -0.156 -0.175 -0.213
O 0.700357 -1.759074 -3.115187 -0.141 -0.162 0.227 -0.537
O -2.360130 -5.712368 -6.119382 0.015 0.009 0.086 -0.358
O 2.554171 -0.531845 -3.458728 -0.016 0.090 -0.008 -0.325
O -0.093968 -1.115835 1.662070 0.255 -0.312 -0.099 -0.531
O 4.319319 4.906617 5.921449 0.025 -0.098 0.009 -0.332
O -0.697919 -4.415843 -6.910664 0.093 0.069 -0.143 -0.564
O -0.960563 -4.721951 -4.696358 -0.081 -0.077 0.020 -0.281
O -0.488869 3.803742 2.535825 -0.292 0.365 -0.080 -0.226
O 0.375960 -5.852813 -1.017144 -0.066 0.016 0.099 -0.379
O 0.643104 0.058117 -4.443859 0.122 0.048 0.091 -0.335
O -1.913929 -0.584718 0.447986 0.064 -0.084 0.149 -0.321
O -4.375926 -8.656675 -5.727871 -0.098 0.069 -0.078 -0.480
O 5.281599 2.985132 -2.719377 -0.433 -0.168 0.286 -0.597
O 3.317269 6.219746 0.271970 -0.231 -1.284 -0.293 -0.583
O -2.992120 -9.639206 -4.250078 -0.002 -0.047 0.004 -0.256
C 5.382777 4.028495 6.307940 0.159 -0.029 0.021 -0.406
C 2.632623 3.459522 2.397312 0.712 0.212 -0.129 1.406
C 4.426700 3.278755 -1.905196 0.315 -0.240 -0.257 0.016
C 1.559432 1.128706 -4.687521 0.033 0.074 -0.143 -0.151
C -5.566994 2.661269 0.470155 0.170 0.348 -0.022 0.609
C -0.450185 3.472739 3.936386 0.584 -0.014 0.353 -0.869
C -1.284123 -4.903891 -6.001393 -0.055 -0.050 0.105 0.569
C 3.285293 5.092539 -0.205219 -0.267 1.128 0.214 0.396
C -3.577117 -11.803789 -4.721414 0.041 -0.138 0.011 -0.347
C 2.263414 1.999558 2.282545 -0.570 -0.141 -0.084 -1.107
C 4.553658 3.044725 -0.448781 -0.202 0.552 0.034 -0.462
C 3.145507 3.917016 -2.305390 -0.272 0.241 0.178 -0.126
C -1.230688 -0.777089 1.596368 -0.116 0.394 0.194 0.787
C 3.145499 4.318433 6.249110 0.142 0.031 0.015 0.760
C -2.018025 -5.268271 -3.899310 -0.047 0.024 0.227 0.082
C -0.841750 5.089732 2.277083 -0.490 0.262 -0.438 0.647
C 2.558092 4.777969 -1.477022 0.487 -0.325 -0.049 -0.807
C -3.979507 -9.629866 -5.179458 0.006 -0.105 0.046 0.645
C 4.058513 3.771211 1.877723 -0.694 -0.210 -0.423 -1.415
C 2.899638 0.479302 -4.411511 0.138 0.104 -0.047 -0.175
C -3.177865 0.181265 2.200766 -0.225 0.258 0.237 0.052
C -0.738577 -5.979751 -0.259077 0.107 0.126 -0.129 0.703
C 1.243791 -0.834697 -3.618147 0.048 0.056 -0.186 0.617
C 4.694500 2.679177 6.321931 0.119 -0.120 -0.030 -0.173
C -4.122981 4.397629 0.591905 -0.221 0.338 -0.001 -0.092
C -0.115950 -3.811984 -0.084896 0.112 0.105 0.029 -0.038
C 4.005634 3.929832 0.392368 0.560 -0.386 0.031 0.745
C 0.587274 2.394301 4.258292 -0.712 -0.217 -0.385 -0.029
C 1.006209 1.551182 3.056399 0.430 -0.046 0.414 -0.152
C -5.383746 4.831099 -0.123966 0.059 0.078 0.020 -0.342
C -2.644442 -6.279678 -4.830758 0.009 0.063 0.069 -0.285
C 0.602535 -4.451829 -1.247276 0.035 0.166 -0.271 0.094
C -3.283068 -0.319795 0.786117 -0.329 -0.040 -0.270 -0.288
C -2.949699 -10.937675 -3.649033 0.050 -0.084 0.115 -0.328
C 0.012621 6.187059 2.855423 0.007 -0.434 0.155 -1.021
H 5.086114 2.002382 7.076109 -0.149 0.010 0.080 0.329
H 2.077328 1.805807 1.230803 0.088 -0.202 -0.287 0.215
H -3.023061 1.259804 2.253666 0.005 -0.001 -0.056 -0.064
H 0.140303 6.954387 2.108854 -0.059 0.246 -0.188 0.353
H -3.294283 4.203080 -0.089737 -0.049 0.015 0.064 0.188
H 1.415931 2.805072 4.807801 0.370 0.171 0.062 -0.774
H -6.045024 5.421422 0.512418 -0.013 -0.034 0.021 0.264
H 5.742675 4.325541 7.294206 -0.039 -0.010 0.010 0.296
H 3.318806 -0.003099 -5.295567 -0.042 -0.006 -0.017 0.273
H 0.164521 -4.177459 -2.208338 0.061 0.011 0.031 0.003
H 0.158900 1.423201 2.400523 -0.175 0.098 -0.262 -0.365
H -0.500802 6.600973 3.712891 -0.151 0.268 0.185 0.366
H -1.438427 3.120954 4.207821 -0.300 -0.035 -0.066 0.404
H 0.081087 1.726262 4.945979 -0.002 -0.169 0.277 0.641
H -0.234057 4.357102 4.529737 -0.031 0.199 0.037 0.548
H 1.464357 1.485216 -5.709820 -0.138 -0.111 -0.026 0.316
H 1.218054 0.561736 3.437913 -0.032 -0.341 -0.023 0.893
H -0.546652 -2.848415 -0.333096 -0.172 -0.034 0.027 0.036
H -3.535769 -10.917632 -2.729096 -0.028 0.009 -0.021 0.257
H -2.705022 -4.463847 -3.628085 0.004 0.013 -0.044 0.251
H 2.570381 3.854625 3.405758 -0.188 -0.081 0.250 -0.340
H -2.171517 -7.256430 -4.763063 0.037 -0.028 -0.014 0.169
H 3.085567 1.343523 2.552585 0.324 0.056 0.223 0.363
H -5.190294 5.377065 -1.043061 -0.066 -0.129 -0.091 0.324
H 0.977848 5.837187 3.190929 0.243 -0.144 0.055 0.203
H -4.144917 -12.639381 -4.321548 -0.144 0.073 -0.059 0.302
H 4.719797 2.185897 5.348048 -0.018 0.036 -0.010 0.146
H 4.708717 2.923681 2.058416 0.278 -0.075 0.383 0.501
H 1.665995 -4.231589 -1.266966 0.018 -0.176 0.005 0.363
H -1.621112 -5.719516 -2.992577 0.164 0.023 -0.066 -0.029
H 5.101859 2.186345 -0.102813 0.315 -0.119 0.017 0.435
H -3.850577 -1.248738 0.712195 0.041 -0.009 0.010 0.245
H 1.338194 1.948490 -4.000964 -0.019 -0.050 0.057 0.191
H -2.844828 -12.177311 -5.439164 0.012 0.038 0.001 0.256
H 1.624279 5.258076 -1.700285 -0.141 0.393 -0.043 0.486
H 1.925324 4.002321 1.784311 -0.270 0.431 0.091 -0.323
H -3.795181 5.097653 1.354783 -0.192 -0.304 -0.124 0.196
H 6.201364 4.086971 5.595699 -0.094 0.111 -0.091 0.311
H 0.520866 -3.702533 0.793536 -0.061 -0.022 0.021 0.204
H 4.437105 4.657591 2.368134 0.193 0.280 -0.012 0.327
H -3.710760 0.411491 0.108960 0.135 -0.006 -0.090 0.204
H -3.712479 -6.393715 -4.689359 -0.059 0.019 -0.195 0.395
H -4.037774 -0.084061 2.808863 0.108 -0.105 0.098 0.394
H -1.925675 -11.214156 -3.414272 0.053 0.150 -0.066 0.297
H 3.636592 1.163798 -3.996954 0.011 -0.105 0.138 0.110
H 2.742396 3.651100 -3.267236 -0.008 0.115 -0.286 0.661
```
Forces are in eV/Å.

As for the SMILES: CC(=O)OCCCCCCC1=CC(=O)C=CC1=O.O=C1OCCO1.O=C1OCCO1.O=C1OCCO1.O=C1OCCO1.O=C1OCCO1.O=C1OCCO1.O=C1OCCO1. Its spin multiplicity is 1. The calculation puts the HOMO energy at -10.4 eV. The calculation puts the LUMO energy at -1.4 eV.

=====

Entry 2:
The following is a DFT calculation (ωB97M-V/def2-TZVPD) of a cluster of 14 separate species, C5H41N2O14 in total in a non-equilibrium geometry.

Geometry as XYZ:
```
62
Properties=species:S:1:pos:R:3:forces:R:3:lowdin_spin:R:1
O -1.028366 -4.188510 -0.739881 0.926 1.537 -0.320 0.176
O 2.915807 4.450206 -0.425505 -0.257 0.720 -1.371 0.002
O 2.512382 -3.161717 -2.078680 -0.073 0.023 1.047 0.072
O -4.669209 2.397826 1.004200 -0.078 0.173 1.344 0.003
O 2.357393 -2.456073 0.945441 -2.289 0.151 1.023 0.069
O 3.980796 -1.181443 -0.214809 1.887 0.811 -2.406 0.032
O -1.582372 1.956389 -3.136184 1.261 -2.582 0.832 0.003
O 1.311146 1.032733 -4.865096 -1.934 1.269 0.009 0.011
O -1.398404 3.905531 -1.154070 0.181 0.565 0.757 0.001
O 3.138327 2.192773 -1.155571 0.910 0.418 0.059 0.007
O 2.858426 0.862087 1.468940 1.442 -0.266 -0.655 0.011
O -2.074361 -1.356285 4.503220 0.065 0.953 -0.367 0.013
O -3.919525 -1.862918 -0.184271 -0.476 -0.066 1.391 0.051
O -2.303173 -0.024336 -0.953181 -0.383 1.595 -0.484 0.013
N -1.280994 0.954091 2.311843 1.532 0.915 0.419 0.002
N -0.695302 -2.324077 1.057269 -0.635 1.424 -2.556 0.038
C -1.078781 -0.850600 0.861274 0.313 0.530 2.592 0.019
C -0.216345 0.060055 1.820830 -0.810 -1.922 -1.911 0.009
C -0.355044 -1.114729 -1.680124 2.589 1.699 -0.543 0.046
C -0.726827 1.858972 3.347501 0.105 -1.349 -0.110 0.001
C -0.981176 -0.300449 -0.540037 -0.918 -1.078 -1.486 0.011
H -2.968942 -0.694046 -0.697493 0.496 -0.059 -0.172 0.003
H -2.156897 -0.687958 1.218100 1.757 -0.714 -0.479 0.004
H -0.612785 2.125640 -3.160583 -0.759 0.004 -0.376 0.001
H 2.728627 2.134638 -0.273881 0.140 -0.135 -0.502 0.001
H 3.156690 0.191692 0.806352 -0.749 -0.011 0.455 0.006
H -1.780224 -4.749606 -0.632741 -0.524 -1.492 -0.162 0.049
H 2.140158 0.882831 -5.258450 1.582 -0.586 -0.386 0.002
H -1.599806 1.507660 1.499226 0.240 -0.387 0.579 0.000
H -4.020594 2.383167 0.315814 0.611 -0.033 -0.896 0.000
H 3.265246 -2.682650 1.113619 0.390 -0.318 -0.328 0.011
H -4.232252 -1.602138 0.710935 0.243 -0.203 -0.694 0.008
H -0.833759 -2.836232 1.909198 -1.252 0.245 1.085 0.041
H -0.888038 1.346229 4.314575 -0.738 1.147 0.025 0.001
H -0.177678 -4.599015 -1.022714 -0.674 -0.460 0.156 0.074
H 3.487062 3.141501 -1.179363 -0.977 -2.091 -0.364 0.000
H 2.004221 -2.928075 0.182124 0.811 -0.429 -0.391 0.029
H -1.002077 2.887713 3.160454 -0.524 0.118 0.754 0.000
H -4.667125 -2.329848 -0.558498 -0.198 -0.214 -0.358 0.010
H -1.742114 4.415136 -1.881459 -0.232 0.598 -0.267 0.000
H 0.326861 -2.394146 1.017769 0.237 -0.156 -0.871 0.019
H -1.218051 -2.807998 0.243422 1.637 -0.446 1.162 0.017
H -2.044309 -0.407572 4.259837 -0.278 -0.678 -0.257 0.001
H 3.447613 -2.927755 -2.102460 0.011 -0.069 -0.270 0.020
H 0.339863 1.817711 3.338983 1.083 0.311 -0.503 0.000
H 3.313885 -0.868049 -0.858738 -0.124 -0.352 0.445 0.015
H -1.439682 3.038518 -1.540292 -0.122 -1.062 -0.301 0.000
H 0.764198 -0.800005 -1.723540 -1.635 -0.674 -0.242 0.012
H -0.401410 0.654919 -0.565071 -0.741 -0.503 0.407 0.001
H -1.450125 -1.380664 5.226647 0.216 -0.337 0.398 0.001
H -1.594572 0.962099 -2.857841 -0.462 2.612 -0.573 0.001
H 0.232232 -0.708350 2.486264 -0.384 1.328 0.760 0.005
H -0.375337 -2.173719 -1.786241 -0.343 -0.882 0.734 0.024
H 3.229882 4.184585 0.411672 0.300 0.207 1.692 0.001
H 2.550808 5.323380 -0.434505 -0.158 0.719 0.433 0.000
H 1.131275 0.415302 -4.171470 0.330 -0.706 0.441 0.005
H 4.778015 -1.145324 -0.819285 -0.784 0.136 1.204 0.012
H 3.769294 1.163476 1.642982 -0.526 0.373 0.484 0.002
H 0.653661 0.501445 1.229583 -1.198 -0.140 1.031 0.003
H 2.154162 -3.126412 -2.959712 -0.028 -0.008 -0.718 0.025
H -0.874319 -0.759238 -2.583045 0.463 0.020 0.101 0.006
H -4.158058 2.681617 1.786698 -0.490 -0.192 -0.503 0.000
```
Forces are in eV/Å.

Its spin multiplicity is 2. The calculation puts the HOMO energy (alpha / beta) at -2.7 / -9.8 eV. The energy above the lowest of the compared OMol25 structures with the same formula, charge and spin comes out at 14.2 kcal per mole. The calculation puts the LUMO energy (alpha / beta) at 0.0 / -0.1 eV. As for the expectation value of S²: 0.751.

=====

Entry 3:
The following is a DFT calculation (ωB97M-V/def2-TZVPD) of a cluster of 5 separate species, C26H24Br2N4O8 in total in a non-equilibrium geometry.

Geometry as XYZ:
```
64
Properties=species:S:1:pos:R:3:forces:R:3:lowdin_spin:R:1
Br -10.772859 -0.602463 -0.399621 -1.103 1.594 0.138 0.125
Br -14.328347 2.269962 -2.044118 1.121 -1.267 0.617 0.002
O -14.861430 5.001500 1.700080 -0.271 -0.388 1.615 0.000
O -14.331485 4.734287 3.807021 -0.384 -0.276 -0.789 0.003
O -15.503196 -3.896724 -1.094148 1.702 -0.139 1.252 0.000
O -13.732675 -2.640918 -1.122331 -0.387 -0.948 0.027 0.000
O -9.465519 -4.171949 5.118199 1.813 1.097 0.346 0.000
O -8.889759 -2.815987 3.565775 0.995 -0.022 1.407 0.000
O -7.634660 2.379238 2.111657 -0.882 1.439 -0.063 -0.008
O -7.802981 0.328725 2.528629 -1.049 -0.841 0.376 0.039
N -8.296049 1.427612 2.414351 0.764 -0.980 -0.014 0.010
N -15.090616 5.108948 2.913197 0.646 0.797 -0.531 0.000
N -8.723022 -3.264787 4.718000 -2.575 -0.383 -1.054 0.000
N -14.465384 -3.477743 -0.578246 -0.546 2.034 -0.540 0.000
C -11.924155 0.730464 3.367423 -0.744 1.060 -0.398 0.001
C -13.496558 -4.267065 3.527229 -1.154 -0.420 -0.180 0.000
C -12.109808 0.933948 -0.602459 1.091 1.182 -0.462 0.015
C -18.380025 6.984295 2.794980 0.484 -0.263 0.089 0.000
C -14.811999 -4.701290 1.557880 -0.260 0.417 -0.053 0.000
C -10.575069 0.538099 3.196276 0.250 -1.619 0.170 0.184
C -12.489077 1.930218 2.891554 -1.061 -2.129 1.841 0.187
C -13.129489 0.666888 -1.666803 -0.956 -0.695 0.188 0.005
C -6.215880 -1.044086 7.350712 0.045 -1.160 -0.414 0.000
C -12.756338 -3.313923 2.831466 -0.526 -0.584 -0.849 0.000
C -7.683446 -2.946915 6.990401 0.559 -0.238 -0.427 0.000
C -14.552719 -4.973553 2.907487 1.235 1.204 -0.804 0.000
C -17.310080 6.134739 2.426942 -0.703 -0.040 0.049 0.000
C -12.976467 -3.113452 1.455201 -1.252 0.493 0.420 0.000
C -6.819397 -2.238930 7.815110 -0.304 1.854 -0.419 0.000
C -7.784988 -2.569676 5.634221 -0.241 -0.167 0.771 0.000
C -11.737471 2.888993 2.239969 0.423 0.801 -0.888 0.216
C -17.483577 7.197105 4.958493 0.034 0.263 1.349 0.000
C -9.789340 1.546809 2.619750 0.127 1.674 -1.314 0.198
C -16.256733 5.877878 3.316767 -2.153 1.268 0.912 0.000
C -16.410567 6.419859 4.629816 1.637 -1.057 -1.017 0.000
C -14.114854 -3.702736 0.844697 0.857 -1.947 1.290 0.000
C -6.317050 -0.718453 5.999369 -0.158 0.375 0.159 0.000
C -10.394259 2.669316 2.097572 2.034 0.608 -0.071 0.003
C -7.123035 -1.446482 5.153488 -0.535 -0.911 -0.224 0.000
C -18.450609 7.532230 4.061689 -0.190 0.053 -1.211 0.000
H -7.287649 -1.144876 4.129604 0.213 -0.137 0.015 0.000
H -13.523266 2.159946 3.101459 -0.204 -0.136 -0.128 0.005
H -15.588660 -5.251455 1.047482 -0.140 0.097 -0.098 0.000
H -9.718873 3.391395 1.662988 -0.165 0.208 -0.238 -0.003
H -15.143212 -5.684254 3.466620 0.061 -0.100 -0.124 0.000
H -5.640485 -0.438267 8.035032 0.092 0.028 -0.039 0.000
H -12.251647 3.752554 1.844626 0.141 0.270 -0.008 0.007
H -11.580356 1.847658 -0.872484 0.744 -0.350 -0.035 0.000
H -5.845652 0.127383 5.521098 0.266 0.261 0.503 0.000
H -12.550010 1.190132 0.361234 -0.154 -0.744 0.246 0.009
H -13.713563 -0.152779 -1.248355 -0.657 0.172 -0.662 0.000
H -13.343928 -4.496786 4.571419 0.346 0.287 0.115 0.000
H -10.078946 -0.396741 3.411514 0.025 -0.261 0.360 0.004
H -12.719668 0.360149 -2.629114 0.039 0.265 0.209 0.001
H -8.192709 -3.782896 7.446677 -0.249 -0.155 -0.513 0.000
H -19.229913 8.238989 4.305792 -0.141 -0.146 0.123 0.000
H -17.615793 7.565416 5.965109 0.437 0.017 0.171 0.000
H -6.742726 -2.441573 8.873152 -0.016 -0.381 -0.036 0.000
H -17.420943 5.597859 1.496425 0.499 0.183 -0.245 0.000
H -12.349454 -2.378817 0.971924 -0.212 -0.160 -0.375 0.000
H -15.629762 6.263401 5.359391 0.030 -0.163 0.017 0.000
H -12.562676 -0.003384 3.836627 0.142 -0.114 0.004 -0.003
H -19.204567 7.250770 2.150374 0.230 -0.424 -0.564 0.000
H -12.009369 -2.713824 3.329773 0.290 -0.259 0.011 0.000
```
Forces are in eV/Å.

Its spin multiplicity is 2. The calculation puts the HOMO energy (alpha / beta) at -12.0 / -12.0 eV. The energy above the lowest of the compared OMol25 structures with the same formula, charge and spin comes out at 0.0 kcal per mole. The calculation puts the LUMO energy (alpha / beta) at -4.8 / -9.0 eV. As for the net charge: +1. As for the expectation value of S²: 0.766.